111
Properties=species:S:1:pos:R:3:lowdin_charge:R:1 method="wB97M-V/def2-TZVPD" relative_energy_kcal_mol=9.8 charge=+1 lumo_energy_ev=-3.078 e_homo_ev=-10.022
Ti -0.22 0.27 0.73 1.09
C -0.96 -2.66 0.04 -0.07
N -0.20 -1.52 -0.53 -0.29
C -0.85 -1.04 -1.76 -0.15
C -2.21 -0.51 -1.36 -0.19
N -2.04 0.13 -0.06 -0.10
C -3.15 0.72 0.51 -0.18
C -2.96 1.48 1.66 -0.18
F -1.68 1.61 2.11 0.00
C -3.95 2.15 2.34 -0.15
F -3.64 2.87 3.43 0.12
C -5.25 2.07 1.89 -0.14
F -6.23 2.70 2.53 0.14
C -5.51 1.31 0.76 -0.13
F -6.75 1.21 0.31 0.14
C -4.49 0.64 0.10 -0.12
F -4.85 -0.06 -0.99 0.10
C 1.19 -1.93 -0.74 -0.17
C 1.83 -2.05 0.64 -0.19
N 1.30 -0.96 1.45 -0.12
C 1.98 -0.60 2.55 -0.20
C 2.97 -1.31 3.27 -0.12
F 3.33 -2.54 2.89 0.11
C 3.57 -0.80 4.40 -0.14
F 4.49 -1.52 5.03 0.14
C 3.23 0.45 4.91 -0.15
F 3.81 0.93 6.01 0.13
C 2.26 1.18 4.25 -0.17
F 1.89 2.39 4.68 0.12
C 1.68 0.64 3.13 -0.17
F 0.75 1.39 2.43 0.00
H -0.98 -3.47 -0.69 0.11
H -1.97 -2.36 0.29 0.07
H -0.48 -3.00 0.95 0.07
H -0.94 -1.85 -2.50 0.14
H -0.22 -0.26 -2.19 0.12
H -2.93 -1.33 -1.32 0.12
H -2.57 0.19 -2.12 0.12
H 1.69 -1.15 -1.31 0.09
H 1.23 -2.88 -1.29 0.14
H 2.91 -1.99 0.54 0.11
H 1.62 -3.03 1.08 0.12
Cl -4.93 5.89 -0.04 0.69
C -3.53 4.88 -0.10 -0.67
C -3.38 3.97 -1.14 -0.09
C -2.28 3.13 -1.16 -0.05
C -1.31 3.18 -0.15 -0.30
C -0.17 2.24 -0.13 -0.16
C -1.46 4.15 0.85 -0.04
C -2.56 4.99 0.88 -0.10
H -4.13 3.92 -1.92 0.11
H -2.17 2.42 -1.97 0.11
H 0.70 2.70 0.34 0.04
H 0.11 1.94 -1.14 0.05
H -0.71 4.23 1.62 0.12
H -2.67 5.73 1.66 0.11
C -4.14 0.35 5.49 -0.05
N -3.36 -0.25 4.41 -0.01
C -2.04 -0.26 4.20 -0.76
S -1.46 -1.22 2.89 0.77
N -1.16 0.42 4.93 0.00
C -1.36 1.41 5.98 -0.04
H -5.19 0.22 5.24 0.10
H -3.95 1.42 5.57 0.07
H -3.95 -0.13 6.44 0.09
H -3.86 -0.82 3.75 0.12
H -0.21 0.24 4.65 0.09
H -1.96 1.03 6.79 0.08
H -1.81 2.32 5.58 0.09
H -0.38 1.66 6.38 0.09
O 2.04 0.81 -0.36 -0.30
P 3.07 1.60 -1.12 0.57
N 4.02 2.41 -0.05 -0.17
C 5.25 3.11 -0.47 -0.18
C 5.62 3.98 0.73 -0.15
C 4.29 4.19 1.45 -0.16
C 3.61 2.84 1.30 -0.18
N 4.01 0.60 -2.04 -0.17
C 4.85 1.05 -3.17 -0.20
C 6.17 0.32 -2.95 -0.16
C 5.72 -1.01 -2.34 -0.16
C 4.59 -0.59 -1.40 -0.18
N 2.53 2.71 -2.21 -0.18
C 1.76 2.34 -3.40 -0.19
C 1.47 3.68 -4.06 -0.15
C 1.24 4.59 -2.86 -0.15
C 2.29 4.13 -1.85 -0.18
H 5.06 3.72 -1.36 0.10
H 6.04 2.39 -0.72 0.10
H 6.11 4.90 0.43 0.11
H 6.31 3.44 1.38 0.12
H 3.70 4.96 0.94 0.11
H 4.41 4.48 2.49 0.12
H 2.53 2.88 1.38 0.09
H 3.98 2.13 2.05 0.12
H 4.95 2.13 -3.18 0.11
H 4.40 0.73 -4.11 0.11
H 6.80 0.86 -2.24 0.10
H 6.73 0.20 -3.87 0.12
H 6.51 -1.55 -1.83 0.12
H 5.32 -1.66 -3.12 0.12
H 4.99 -0.34 -0.40 0.12
H 3.85 -1.37 -1.27 0.09
H 0.82 1.84 -3.14 0.10
H 2.33 1.66 -4.04 0.10
H 0.62 3.63 -4.74 0.12
H 2.34 4.01 -4.63 0.12
H 0.24 4.43 -2.45 0.10
H 1.34 5.65 -3.10 0.12
H 1.93 4.24 -0.83 0.10
H 3.21 4.70 -1.96 0.11

---

7
Properties=species:S:1:pos:R:3:lowdin_charge:R:1 method="wB97M-V/def2-TZVPD" relative_energy_kcal_mol=0.2 charge=-1 lumo_energy_ev="2.188 / 2.194" e_homo_ev="-3.333 / -3.333"
O -2.16 0.09 -0.74 -0.21
H -2.92 0.36 1.35 0.05
C -2.07 -0.82 0.10 -0.51
O -2.27 -0.37 1.39 -0.13
O 1.75 0.41 -0.50 -1.13
Ag 2.93 -1.15 -1.37 0.45
Li 0.08 0.00 -0.26 0.47

---

23
Properties=species:S:1:pos:R:3:lowdin_spin:R:1 method="wB97M-V/def2-TZVPD" charge=+3 lumo_energy_ev="-12.933 / -14.179" s2=6.0108 spin_multiplicity=5 e_homo_ev="-19.674 / -21.004"
C -4.37 2.37 -0.52 0.53
C -5.48 2.78 -1.14 0.30
H -3.63 0.12 -0.40 0.01
H -4.35 2.23 0.57 0.01
H -5.65 3.84 -1.36 0.03
H -6.20 2.07 -1.54 0.03
H -3.59 3.07 -0.91 0.06
O 2.99 1.45 1.19 0.24
C 1.99 1.42 0.43 0.04
O 1.85 2.31 -0.46 0.21
O 1.09 0.48 0.61 0.00
C -0.06 0.47 -0.24 0.00
C -0.89 -0.74 0.16 0.00
C -2.00 -1.06 -0.71 0.01
C -3.35 -1.09 -0.31 0.02
Rh 3.47 3.00 0.18 2.51
H 0.25 0.42 -1.29 0.00
H -0.63 1.40 -0.08 0.00
H -1.16 -0.77 1.22 0.00
H -0.28 -1.66 -0.02 0.00
H -1.79 -1.21 -1.78 0.00
H -4.04 -1.57 -1.01 0.00
H -3.54 -1.36 0.74 0.00

---

9
Properties=species:S:1:pos:R:3:lowdin_charge:R:1 method="wB97M-V/def2-TZVPD" relative_energy_kcal_mol=72.1 lumo_energy_ev=-0.585 e_homo_ev=-9.284
C -0.03 -0.33 -1.60 -0.37
C -0.30 0.77 -0.65 -1.16
C 0.99 0.05 0.88 -0.13
O 0.97 -0.49 -2.29 0.05
O 1.91 0.74 1.01 0.07
Cl -1.82 0.81 0.16 0.61
Cl 0.26 2.37 -0.90 0.68
H -0.76 -1.06 -1.61 0.09
H 0.77 -0.99 1.46 0.17

---

69
Properties=species:S:1:pos:R:3:lowdin_spin:R:1 method="wB97M-V/def2-TZVPD" charge=+3 lumo_energy_ev="-8.456 / -13.203" s2=6.0355 spin_multiplicity=5 e_homo_ev="-14.386 / -17.181"
Rh -0.23 0.01 0.05 1.19
P 1.46 -0.21 -1.43 0.06
P 0.70 2.21 0.79 0.12
P -1.63 -1.48 -1.07 0.08
H -6.44 5.42 1.15 0.01
C -7.01 4.49 1.28 0.32
C -7.02 3.90 2.48 0.34
H -6.46 4.34 3.31 0.01
C 1.16 0.84 -2.91 0.02
C 3.19 0.20 -0.97 0.02
C 1.72 -1.88 -2.12 0.01
C -0.26 3.10 2.05 0.02
C 2.30 1.98 1.63 0.04
C 0.98 3.43 -0.53 0.02
C -3.40 -1.50 -0.57 0.03
C -1.22 -3.25 -0.90 0.00
C -1.70 -1.11 -2.85 0.03
H -7.58 4.14 0.42 0.01
H -7.61 3.01 2.70 0.01
H 1.97 0.66 -3.63 0.00
H 1.15 1.90 -2.65 0.00
H 0.21 0.58 -3.38 0.00
H 3.85 -0.11 -1.79 0.00
H 3.49 -0.34 -0.07 0.00
H 3.33 1.27 -0.81 0.00
H 2.67 -1.87 -2.68 0.00
H 0.93 -2.18 -2.82 0.00
H 1.80 -2.63 -1.32 0.00
H 0.35 3.95 2.38 0.00
H -0.47 2.44 2.91 0.01
H -1.22 3.46 1.65 0.00
H 3.02 2.65 1.15 0.00
H 2.65 0.94 1.59 0.00
H 2.16 2.27 2.68 0.00
H 1.14 4.40 -0.04 0.00
H 0.11 3.51 -1.19 0.00
H 1.86 3.15 -1.13 0.00
H -3.91 -2.22 -1.22 0.00
H -3.86 -0.51 -0.69 0.00
H -3.49 -1.82 0.47 0.01
H -2.04 -3.82 -1.36 0.00
H -1.15 -3.50 0.18 0.00
H -0.28 -3.48 -1.40 0.00
H -2.59 -1.62 -3.25 0.01
H -0.81 -1.49 -3.37 0.00
H -1.79 -0.04 -3.02 0.00
C -3.07 1.68 0.89 0.09
C -3.24 1.99 -0.47 0.12
C -3.88 3.17 -0.82 -0.01
C -4.34 4.05 0.16 0.13
C -4.10 3.78 1.51 0.12
C -3.64 2.52 1.88 0.12
S -2.12 0.36 1.49 0.69
H -0.67 1.65 -0.10 0.17
H -2.83 1.36 -1.27 0.01
H -4.04 3.39 -1.88 0.00
H -4.95 4.90 -0.13 0.00
H -4.41 4.48 2.29 0.00
H -3.64 2.18 2.92 0.00
C 1.08 -1.24 3.39 0.01
S 0.51 -1.89 1.80 0.10
C 1.87 -2.98 1.33 0.02
O -0.67 -2.77 2.06 0.04
H 2.13 -0.93 3.35 0.00
H 0.91 -2.04 4.12 0.00
H 0.46 -0.37 3.64 0.00
H 1.47 -3.78 0.68 0.00
H 2.64 -2.41 0.80 0.00
H 2.25 -3.43 2.27 0.00

---

88
Properties=species:S:1:pos:R:3:lowdin_spin:R:1 method="wB97M-V/def2-TZVPD" relative_energy_kcal_mol=1.0 charge=+3 lumo_energy_ev="-11.043 / -13.063" s2=0.7561 spin_multiplicity=2 e_homo_ev="-18.247 / -18.246"
Ti -0.04 -0.16 0.04 -0.02
C 4.06 0.57 2.85 0.00
C 2.98 0.15 1.86 0.00
C 3.59 -0.61 0.67 0.00
C 2.24 1.35 1.34 0.00
C 2.64 2.66 1.38 0.01
C 1.70 3.42 0.67 0.00
C 1.87 4.88 0.38 0.00
C 0.70 5.78 0.80 0.00
C 2.26 5.07 -1.09 0.00
N 0.73 2.60 0.23 0.00
N 1.05 1.30 0.63 0.01
B -0.57 2.84 -0.57 0.00
N -0.37 2.08 -1.99 0.07
N -0.11 0.69 -1.88 0.14
C 0.02 0.16 -3.07 0.10
C -0.16 1.21 -4.03 0.48
C -0.43 2.41 -3.26 0.10
C -0.69 3.70 -3.97 0.02
C -1.29 4.87 -3.22 0.00
C 0.63 4.09 -4.69 0.02
C 0.32 -1.28 -3.26 0.01
C 1.69 -1.44 -3.95 0.01
C 0.27 -2.00 -1.92 0.00
N -1.77 2.14 0.13 0.00
N -1.68 0.80 0.51 0.01
C -2.88 0.45 1.08 0.00
C -3.69 1.55 1.08 0.01
C -2.99 2.59 0.47 0.00
C -3.64 3.92 0.18 0.00
C -4.28 3.84 -1.21 0.00
C -2.82 5.19 0.39 0.00
C -3.23 -0.93 1.56 0.00
C -2.18 -1.97 1.20 0.00
C -3.50 -0.93 3.07 0.00
H 4.48 -0.32 3.31 0.00
H 3.66 1.19 3.65 0.00
H 4.87 1.10 2.36 0.00
H 2.27 -0.50 2.37 0.00
H 4.44 -0.06 0.26 0.00
H 2.87 -0.76 -0.15 0.00
H 3.93 -1.59 0.99 0.00
H 3.52 3.05 1.86 0.00
H 2.73 5.17 0.99 0.00
H -0.11 5.75 0.08 0.00
H 1.06 6.81 0.86 0.00
H 0.31 5.51 1.79 0.00
H 1.47 4.70 -1.75 0.00
H 3.19 4.56 -1.33 0.00
H 2.40 6.13 -1.29 0.00
H -0.77 3.97 -0.76 0.00
H -0.16 1.12 -5.10 0.02
H -1.39 3.40 -4.76 0.01
H -0.59 5.32 -2.51 0.00
H -2.21 4.60 -2.70 0.00
H -1.54 5.64 -3.95 0.00
H 1.41 4.35 -3.97 0.00
H 0.42 4.96 -5.31 0.00
H 1.01 3.31 -5.35 0.00
H -0.44 -1.69 -3.93 0.00
H 2.49 -1.04 -3.32 0.00
H 1.72 -0.93 -4.91 0.00
H 1.88 -2.49 -4.13 0.00
H 1.13 -1.70 -1.29 0.00
H 0.40 -3.08 -2.02 0.00
H -0.71 -1.89 -1.43 0.00
H -4.70 1.60 1.45 0.00
H -4.46 3.95 0.90 0.00
H -3.53 3.62 -1.98 0.00
H -4.74 4.79 -1.45 0.00
H -5.04 3.07 -1.26 0.00
H -2.20 5.43 -0.47 0.00
H -2.19 5.13 1.28 0.00
H -3.51 6.02 0.52 0.00
H -4.16 -1.16 1.04 0.00
H -1.33 -1.92 1.87 0.00
H -1.86 -1.89 0.14 0.00
H -2.58 -2.98 1.28 0.00
H -2.61 -0.62 3.62 0.00
H -3.77 -1.93 3.39 0.00
H -4.32 -0.26 3.32 0.00
F 0.63 -1.32 1.15 0.00
P 1.29 -4.04 1.48 0.00
F 2.18 -3.49 0.28 0.00
F 0.22 -3.98 2.62 0.00
F 0.07 -3.97 0.45 0.00
F 1.69 -5.50 1.48 0.00
F 2.30 -3.33 2.44 0.00